A structure of composition C12H34N3O6V2 in a non-equilibrium geometry, computed with ωB97M-V/def2-TZVPD.

XYZ file:
```
57
Properties=species:S:1:pos:R:3
H 2.6860 -3.6184 0.1819
O 0.5286 0.6506 1.5627
O -0.2100 0.1499 -5.1335
N 0.3598 -2.1736 0.8099
V -0.7001 -0.2014 1.1527
H -1.0879 -1.6808 4.8941
C -1.5556 -1.7943 3.9115
H -2.7999 3.3530 4.1636
H -3.3781 0.2492 3.6179
H -3.2030 1.1581 1.2691
O 1.3959 -1.3716 3.4129
H -2.1532 2.2711 0.8864
C -2.3072 0.4756 3.6734
H 2.7020 -1.4229 1.8197
H 2.4994 0.2951 3.6580
H 0.9188 -2.0869 -0.0472
H 2.5887 -4.6276 1.6023
C 1.9831 -4.0479 0.9023
O -0.4131 0.3108 -0.9147
C -0.2775 -0.9492 -6.0840
N 0.7276 1.9395 -3.1790
H -2.0566 0.6417 4.7210
H 1.7147 1.9301 -2.9119
H -0.9817 -2.5699 3.4140
H -0.3978 2.7434 -4.7345
H -0.2025 1.2354 -0.7411
C 2.1723 -2.1031 2.5054
H 0.3468 2.7486 -2.6816
H 1.7298 0.7709 -5.6123
C 1.2300 -2.9836 1.7150
H -0.8383 -1.7176 -5.5597
H 1.6825 3.8009 -5.9453
H -3.0680 3.6225 2.4042
H -4.0495 2.5492 3.3721
H 2.9681 -1.0743 4.7876
H 1.5082 -0.1293 5.0564
H 1.5483 4.2862 -4.2863
N -2.2047 1.3806 1.3829
V -0.6218 0.1500 -2.9773
O -1.4842 -0.5838 3.1647
H 0.5246 1.4992 -6.5701
H 1.3613 -4.7918 0.4029
H 2.8825 -2.7492 3.0304
C 0.6258 2.3685 -4.6151
H 2.6920 3.0493 -4.7150
H 0.7074 -1.2992 -6.3942
H -1.0360 2.0217 2.9414
O -1.3892 -1.1913 -3.1659
H -0.3442 -2.8381 0.4635
C 0.7134 1.1796 -5.5415
C -3.0178 2.8846 3.2040
C 1.6821 3.4109 -4.9287
C 2.1652 -0.5332 4.2900
H -2.5613 -2.1572 4.1339
C -2.0895 1.7443 2.8533
H 0.5737 -3.5722 2.3593
H -0.7898 -0.6018 -6.9816
```

2S+1 ... 3
Molar mass ... 418.31 g mol⁻¹
DFT total energy ... -2980.41011 Ha
ΔE to the lowest compared entry with this formula, charge and spin ... 0.000 eV
Total charge ... +3
Expectation value of S² ... 2.055

Atomic partial charges in e from the Mulliken method, atoms 1 to 4: atom 1 (H): 0.4668, atom 2 (O): -0.3504, atom 3 (O): -0.3120, atom 4 (N): -0.2497

A cluster of 5 separate species, C12H35BBrO14S5 in total in a non-equilibrium geometry, computed with ωB97M-V/def2-TZVPD.

XYZ file:
```
68
Properties=species:S:1:pos:R:3
H -2.7389 -0.0671 3.1782
O 5.6686 -1.4297 0.2404
C 2.4694 -2.0941 -1.8927
H 6.7755 -2.1722 3.8670
O -0.4866 -2.5970 -0.6204
H 3.9073 0.9474 2.1357
H -1.8978 3.3461 -1.6013
H -5.4785 5.2987 0.9208
S 5.6332 -0.3104 1.1417
H 0.7541 4.5157 -5.1809
O -4.6173 -2.7213 2.4862
O -0.7582 2.6949 -3.9096
H -1.5775 -4.9352 0.5787
O -5.9592 2.7104 1.2873
H 0.8192 3.0016 -6.1390
H 3.6545 0.6884 0.3885
H 9.0733 -1.4633 3.4083
H -5.2357 -3.0932 1.8411
O -3.7586 2.4788 0.1649
C -5.8516 3.7023 2.3253
O -4.2682 1.1592 2.2328
S -2.1847 -1.1310 2.4752
C -5.0784 4.9230 1.8633
S -0.0545 -3.9487 -0.8858
H 2.7541 -1.6725 -0.9275
C 1.2092 3.5322 -5.2737
H -4.8180 -0.1293 -0.3632
O -0.4326 -4.6349 -2.0867
H -6.8709 3.9934 2.5780
H 8.5346 -0.4000 2.1056
H 3.3534 -4.0262 -1.6282
H -6.2963 0.0894 0.6101
H 8.0991 -0.0209 3.7648
C 2.3647 -3.6049 -1.8091
H -2.5349 1.8017 -3.5014
Br -1.1913 -2.5560 3.8479
H 1.5132 -1.6482 -2.1721
O 5.8370 -0.8462 2.6456
O 1.2903 3.3334 -2.6695
H -0.6059 2.2351 -1.1715
H -5.1303 5.7137 2.6121
O -3.7188 -2.1198 0.3585
H -0.1332 -5.9576 0.3588
H 3.2084 -1.8019 -2.6387
S -4.6959 1.7728 0.9900
C -1.5874 2.3023 -1.6457
H -6.0093 1.1048 -0.8403
H -5.4078 3.2694 3.2250
B -3.6359 -2.0869 1.7604
H -0.0529 -4.5029 1.4017
O 1.2377 1.2289 -4.0277
H 7.0940 -2.4385 2.1596
S 0.8472 2.5967 -3.8198
H 2.0011 -4.0270 -2.7485
H -2.8311 -2.1640 -0.0405
C -0.4904 -4.9416 0.5070
C 6.9814 -1.6655 2.9235
H 2.2913 3.6257 -5.3453
H -2.2801 1.7027 -1.0708
H -4.0270 4.6836 1.6965
O 6.4606 0.8441 0.9438
C -1.5277 1.8179 -3.0825
C -5.5470 0.5882 -0.0021
O 1.5358 -4.0323 -0.7114
C 8.2475 -0.8410 3.0609
H -1.1377 0.7979 -3.1403
C 3.9582 0.2235 1.3252
H 3.3346 -0.6428 1.5355
```

Molar mass ... 654.45 g mol⁻¹
DFT total energy ... -6121.15813 Ha
Total charge ... +1

Atomic partial charges in e from the Mulliken method, atoms 1 to 4: atom 1 (H): 0.3858, atom 2 (O): -0.6201, atom 3 (C): -0.7717, atom 4 (H): 0.2705

A structure of composition C12H35N3O5Zn in a non-equilibrium geometry, computed with ωB97M-V/def2-TZVPD.

XYZ file:
```
56
Properties=species:S:1:pos:R:3
H 7.3267 1.1907 0.3252
H -2.7815 -2.5611 5.0939
H -0.1730 1.4721 -3.7961
H -0.6058 -2.0944 -4.3524
O -2.4604 -3.5923 -1.9756
H 2.6499 4.3325 -1.7833
H -2.5250 -4.7849 4.1997
H -1.4745 0.8119 -4.7601
O 5.5295 2.3470 0.3278
H -2.7025 -1.2153 2.6495
H 0.0845 -0.8730 -5.3429
N -1.6547 0.9775 -1.3204
C 3.7902 2.6309 -1.4477
H -5.4143 -1.6453 5.6838
H 6.5302 1.5257 1.9046
C 0.1084 -1.2713 -4.3285
H -1.6841 -4.9406 2.5724
H 3.5022 4.3208 -0.1251
H 5.8117 0.3793 0.7030
H -1.0878 -3.9693 3.8593
N 2.9129 1.9363 -0.5121
C 3.5623 4.1866 -1.2052
C -3.5497 -2.5080 4.3224
C -1.0472 0.8221 -3.7574
H 2.5029 -2.7009 0.1408
H -1.5192 3.2994 -2.4288
H 5.1440 1.1828 -1.3483
H 3.3444 2.2893 0.3301
O -4.1376 -1.2212 4.1610
Zn -0.7725 -1.7366 -0.7115
C -2.0903 1.2372 -2.6768
H -3.0812 0.8011 -2.8035
H -0.7788 1.4799 -1.2985
H -2.5837 2.9459 -3.7504
H 5.7808 2.8397 -1.6618
O 1.8705 -1.9759 -0.0294
C -4.9212 -0.7704 5.2600
C -2.8405 -3.0324 3.0768
H 4.4210 4.6901 -1.6492
H -5.6625 -0.0142 5.0016
N -1.9991 -1.9397 2.6249
C -2.3751 2.6869 -2.7124
H 2.9779 0.9284 -0.5082
H -2.7463 -4.0185 -2.8070
H -4.2799 -0.3883 6.0542
H -3.3133 2.8737 -2.1900
C 5.1480 2.2232 -1.0233
H -1.3297 -1.7442 3.3555
H -2.2529 1.4895 -0.6880
H -3.5890 -3.1579 2.2944
C -2.0136 -4.2841 3.3777
H -4.2757 -3.2558 4.6416
H 3.7560 2.4244 -2.5174
C 6.3772 1.2995 0.8494
O -0.5127 -0.4469 -3.3621
H 1.1036 -1.4815 -3.9366
```

Molar mass ... 366.82 g mol⁻¹
DFT total energy ... -2797.66524 Ha
ΔE to the lowest compared entry with this formula, charge and spin ... 8.943 eV

Atomic partial charges in e from the Mulliken method, atoms 1 to 4: atom 1 (H): 0.2746, atom 2 (H): 0.3860, atom 3 (H): 0.3639, atom 4 (H): 0.2897

A cluster of 5 separate species, C12H35NO5 in total in a non-equilibrium geometry, computed with ωB97M-V/def2-TZVPD.

XYZ file:
```
53
Properties=species:S:1:pos:R:3
C 3.0578 -0.5397 3.0941
H -1.2508 -2.9240 1.4406
H -2.0124 -4.6312 -0.8073
H -2.0106 -2.6380 -2.7873
H 4.6246 1.0584 0.6571
C 0.1082 5.4378 0.7010
H 2.0941 -0.3879 3.5801
H 0.8093 4.6683 0.3779
H 2.5138 0.5987 1.2116
H -1.6755 -1.9115 -0.5868
H -1.2443 -0.3080 -4.0769
H -1.2593 -0.1191 -2.6117
H -2.3457 -2.3602 -5.2630
O -2.2385 0.6982 0.9328
C -0.6006 2.0068 2.0368
H 2.3883 -2.0306 -1.2479
C -1.2727 -2.1185 -3.3985
C 0.8141 6.4131 1.6632
C -2.1890 -3.0756 0.9068
H -0.8305 5.1361 1.1658
O 0.0317 7.5336 1.8820
H 2.9922 -1.5842 2.7895
H -2.9108 -3.0144 1.7212
C 0.1191 -2.3553 -2.8097
H 0.9603 5.8617 2.5920
H -0.1170 5.9798 -0.2175
C -0.8259 0.7172 1.2829
H -0.2951 0.8540 0.3408
H 0.4510 2.2549 2.1806
H 1.3005 -3.3249 -0.6216
H 3.7849 -0.4851 3.9044
H -0.7736 -2.3488 -5.5901
H -0.4603 -0.1616 1.8142
O 0.2686 -1.8680 -1.5097
H -0.9676 2.0816 3.0604
C -2.2470 -4.4752 0.2456
H -1.1380 2.7930 1.5064
H 0.8988 -1.9677 -3.4654
O -2.4367 -2.0554 -0.0198
O 4.5649 0.4788 1.4201
H -0.4319 7.9209 1.1359
H -2.3879 -0.1043 0.4274
H 0.3434 -3.4186 -2.7257
H 1.3382 -1.5677 -0.0090
N -1.7033 -0.7300 -3.2823
H -3.1836 -4.9317 0.5657
C 1.4021 -2.2631 -0.8460
C -1.4180 -2.6242 -4.7552
H 3.2075 1.4069 2.6549
H -1.5275 -5.1733 0.6735
H -1.3750 -3.7116 -4.6937
H 1.7955 6.7747 1.3565
C 3.2606 0.5349 2.0031
```

Molar mass ... 273.41 g mol⁻¹
DFT total energy ... -909.03053 Ha
ΔE to the lowest compared entry with this formula, charge and spin ... 1.491 eV

Atomic partial charges in e from the Mulliken method, atoms 1 to 4: atom 1 (C): -1.2052, atom 2 (H): 0.1809, atom 3 (H): 0.2970, atom 4 (H): 0.1260